*P*
Entry from OMol25: an isolated molecule of C4H7N3 (wB97M-V/def2-TZVPD).

XYZ file:
```
14
C4H7N3, DFT wB97M-V/def2-TZVPD
C 1.2841 1.0019 -0.3624
C -0.7631 0.2279 1.7247
N -0.8200 -0.7041 0.7911
C -0.5598 -0.5598 -0.5269
N -0.0551 0.6966 -0.8939
C -0.6423 -1.6889 -1.3652
N -0.7342 -2.6102 -2.0762
H 1.9756 1.2301 -1.1764
H 1.6857 0.1410 0.1859
H 1.2671 1.8564 0.3282
H -0.6325 1.2519 1.4072
H -0.8616 -0.0621 2.7583
H -0.9971 -1.6585 1.0885
H -0.1468 0.8780 -1.8829
```

Properties
E_HOMO (spin up / spin down): -7.103 / -7.103 eV
Lowest unoccupied orbital energy (spin up / spin down): 0.54 / 0.54 eV
2S+1: 1

***

*Q*
Entry from OMol25: an isolated molecule of C4H7N3 (wB97M-V/def2-TZVPD).

XYZ file:
```
14
C4H7N3, DFT wB97M-V/def2-TZVPD
C 2.2431 -0.8728 -0.0564
C -1.7602 1.6952 0.1142
C -0.6532 0.7185 0.0595
N 0.6494 0.8908 -0.0619
N 0.9672 -0.3418 -0.4926
N -1.3623 -1.6800 0.1937
C -0.6728 -0.6947 -0.1038
H -1.0464 -2.5703 -0.1837
H 3.0033 -0.0864 -0.1077
H 2.2081 -1.2391 0.9757
H 2.5386 -1.6882 -0.7187
H -1.3458 2.6895 0.2937
H -2.3114 1.7248 -0.8307
H -2.4577 1.4544 0.9185
```

Properties
E_HOMO: -8.256 eV
Lowest unoccupied orbital energy: 0.38 eV
SMILES: [H]/N=C1/C(C)=NN1C
2S+1: 1

***

Which of them is the least stable? Correct choice: *Q*.